1.
Below is C13H10I2N3O8P2PbS as an isolated structure in a non-equilibrium geometry, with properties calculated with wB97M-V/def2-TZVPD.

Geometry as XYZ:
```
40
Properties=species:S:1:pos:R:3
Pb -0.915 1.343 0.354
I 4.390 -0.044 -1.899
C 3.836 0.220 0.103
C 4.824 0.228 1.153
C 4.447 0.537 2.406
I 5.893 0.945 3.876
C 3.090 0.770 2.696
C 2.577 1.030 4.012
C 1.241 1.079 4.351
C 0.376 0.983 3.290
N 0.750 0.783 2.040
C 2.049 0.594 1.687
C 2.513 0.342 0.367
O 1.473 0.142 -0.508
H 5.869 -0.115 0.852
H 3.321 1.205 4.796
H 0.866 1.405 5.315
H -0.692 1.048 3.418
O -0.920 -2.926 -0.313
P -1.841 -1.774 -0.632
O -2.603 -2.298 -1.936
O -1.161 -0.442 -0.995
O -2.912 -1.562 0.462
P -2.336 -1.305 2.066
O -3.651 -1.192 2.891
O -1.323 -2.317 2.433
O -1.957 0.194 2.005
H -0.904 -3.266 0.591
H -3.877 -2.020 3.393
S -3.753 -1.343 -2.529
C -2.914 -0.337 -3.748
N -3.752 0.517 -4.362
C -3.281 1.317 -5.288
C -1.952 1.390 -5.502
C -1.154 0.614 -4.719
N -1.645 -0.344 -3.915
H 1.630 0.002 -1.477
H -4.062 1.937 -5.769
H -1.511 2.119 -6.250
H -0.028 0.544 -4.716
```

Total charge = +1
LUMO energy = -3.50 eV
Energy relative to the best compared isomer or geometry (same formula, charge and spin) = 93.1 kJ/mol
F_max = 4.0 eV Å⁻¹
DFT total energy = -85356.26357 eV

---

2.
Below is C16H24ClNNaO6 as an isolated structure in a non-equilibrium geometry, with properties calculated with wB97M-V/def2-TZVPD.

Geometry as XYZ:
```
49
Properties=species:S:1:pos:R:3
C 0.025 -2.856 1.829
C 1.072 -2.348 0.794
O 0.435 -1.938 -0.417
C 0.814 -0.650 -0.880
C -0.286 0.461 -0.583
C -1.644 -0.224 -0.328
C -2.162 -0.205 0.950
C -3.379 -0.785 1.217
C -4.025 -1.398 0.183
C -3.544 -1.494 -1.117
C -2.302 -0.857 -1.386
C -4.517 -2.281 -1.992
O -4.599 -2.322 -3.189
N -5.313 -3.015 -1.021
C -5.374 -2.101 0.118
O -6.370 -1.961 0.774
H 0.219 -2.374 2.789
H -0.982 -2.644 1.464
H 0.107 -3.940 1.940
H 1.713 -1.580 1.230
H 1.682 -3.226 0.540
H 0.877 -0.694 -1.979
H 1.812 -0.372 -0.533
H -0.401 1.150 -1.415
H 0.016 1.039 0.282
H -1.611 0.286 1.743
H -3.839 -0.761 2.198
H -1.902 -0.857 -2.399
H -4.694 -3.766 -0.698
Na -1.378 -3.231 -1.368
O -1.975 -6.310 -1.330
H -2.232 -7.189 -1.042
C 2.814 5.175 0.942
O 4.124 4.629 0.837
C 4.226 3.339 1.417
C 4.188 2.250 0.365
O 2.926 2.203 -0.277
C 2.935 2.836 -1.545
H 2.759 6.036 0.276
H 2.046 4.457 0.649
H 2.630 5.514 1.966
H 3.438 3.185 2.159
H 5.191 3.294 1.935
H 4.339 1.282 0.854
H 4.991 2.384 -0.367
H 3.427 2.194 -2.285
H 3.436 3.806 -1.512
H 1.899 2.990 -1.846
Cl -1.611 2.868 0.058
```

Total charge = -1
LUMO energy = 1.81 eV
F_max = 2.6 eV Å⁻¹
DFT total energy = -47694.27093 eV

---

3.
Below is a 8-piece molecular cluster, C15H46O10 overall in a non-equilibrium geometry, with properties calculated with wB97M-V/def2-TZVPD.

Geometry as XYZ:
```
71
Properties=species:S:1:pos:R:3
O 7.028 -9.953 17.061
C 8.344 -10.018 17.716
C 9.144 -8.738 17.770
O 9.704 -8.339 16.477
H 7.236 -9.387 16.289
H 8.220 -10.263 18.764
H 8.924 -10.755 17.252
H 9.984 -8.890 18.447
H 8.426 -7.957 18.214
H 8.916 -8.138 15.875
O 11.189 -5.713 16.638
C 10.433 -4.738 15.938
C 11.364 -3.553 15.940
O 11.232 -2.825 17.127
H 10.619 -6.496 16.704
H 10.081 -5.119 14.973
H 9.534 -4.384 16.539
H 11.045 -2.880 15.165
H 12.404 -3.844 15.704
H 11.057 -3.451 17.837
C 6.957 -4.141 12.851
C 7.078 -4.326 11.393
O 8.405 -4.083 10.934
H 7.038 -3.122 13.203
H 7.689 -4.821 13.350
H 5.920 -4.478 13.188
H 6.431 -3.664 10.778
H 6.807 -5.349 11.136
H 8.516 -3.812 10.025
C 4.057 -7.072 19.229
C 3.334 -6.006 18.384
O 3.705 -6.236 17.050
H 3.791 -8.107 18.969
H 3.787 -6.890 20.291
H 5.093 -6.840 18.954
H 3.708 -5.053 18.650
H 2.213 -6.008 18.551
H 3.535 -5.468 16.471
C 5.539 -8.947 11.124
C 7.063 -8.933 11.155
O 7.661 -8.138 12.208
H 5.235 -9.687 10.379
H 5.085 -7.999 10.888
H 5.113 -9.279 12.087
H 7.419 -8.603 10.141
H 7.358 -9.976 11.162
H 8.417 -7.581 11.943
C 11.269 -8.131 12.287
C 10.713 -6.754 12.508
O 9.727 -6.537 11.463
H 11.646 -8.073 11.225
H 10.424 -8.830 12.403
H 11.979 -8.410 13.070
H 11.475 -5.983 12.353
H 10.202 -6.755 13.432
H 9.413 -5.613 11.365
C 8.269 -11.956 13.979
C 9.268 -11.103 13.209
O 10.636 -11.214 13.604
H 7.234 -11.861 13.489
H 8.078 -11.636 15.020
H 8.637 -12.957 13.873
H 8.870 -10.085 13.149
H 9.302 -11.495 12.183
H 10.719 -10.975 14.564
C 6.544 -7.180 15.249
O 7.592 -8.092 14.820
H 6.388 -7.306 16.338
H 6.678 -6.145 14.942
H 5.613 -7.538 14.892
H 7.551 -8.160 13.857
```

LUMO energy = 0.33 eV
Energy relative to the best compared isomer or geometry (same formula, charge and spin) = 55.7 kJ/mol
SMILES string = OCCO.OCCO.CCO.CCO.CCO.CCO.CCO.CO
F_max = 2.5 eV Å⁻¹
DFT total energy = -36772.86711 eV

---

4.
Below is a 6-piece molecular cluster, C31H64N3O9P2 overall in a non-equilibrium geometry, with properties calculated with wB97M-V/def2-TZVPD.

Geometry as XYZ:
```
109
Properties=species:S:1:pos:R:3
C 0.487 0.950 -0.449
C 0.362 -0.392 -0.554
C -0.823 -1.050 -1.263
P -0.526 -0.773 -3.094
N 0.999 -0.817 -3.413
C -0.827 -2.541 -0.890
C -1.498 -2.656 0.484
C -1.116 -3.938 1.249
O -0.417 -4.846 0.389
C 0.371 -5.738 1.040
C 1.435 -6.307 0.159
O 0.188 -6.025 2.186
C -3.041 -2.320 0.438
C -3.959 -3.577 0.290
C -3.501 -4.585 -0.773
C -5.485 -3.229 0.198
C -6.297 -3.996 -0.846
P -3.443 -1.525 2.071
N -4.839 -0.879 2.116
O -2.257 -0.432 2.319
O -3.262 -2.667 3.182
C -3.284 -1.199 -0.616
C -3.759 -1.607 -2.002
C -4.093 -0.398 -2.910
N -2.047 -0.352 -0.707
H 0.421 1.645 -1.287
H 0.727 1.385 0.516
H 1.130 -1.058 -0.176
H -1.224 0.404 -3.428
H -1.240 -1.830 -3.690
H 1.315 0.049 -3.833
H -1.300 -3.167 -1.646
H 0.214 -2.846 -0.817
H -1.020 -1.844 1.039
H -0.430 -3.687 2.065
H -1.959 -4.459 1.701
H 1.925 -5.504 -0.390
H 2.133 -6.877 0.764
H 0.955 -6.951 -0.583
H -3.873 -4.112 1.238
H -2.435 -4.789 -0.734
H -4.019 -5.529 -0.601
H -3.736 -4.277 -1.792
H -5.933 -3.431 1.172
H -5.613 -2.160 0.041
H -6.440 -5.043 -0.575
H -7.300 -3.562 -0.871
H -5.911 -3.919 -1.863
H -4.802 0.106 2.350
H -1.628 -0.690 3.007
H -2.351 -2.987 3.262
H -4.056 -0.533 -0.216
H -4.642 -2.233 -1.941
H -3.005 -2.210 -2.513
H -4.020 0.553 -2.373
H -3.465 -0.359 -3.798
H -5.129 -0.455 -3.244
H -1.789 -0.038 0.238
H -2.218 0.512 -1.233
C 2.809 3.065 -3.720
C 2.741 3.618 -2.318
O 1.740 3.506 -1.642
C 3.972 4.313 -1.815
H 1.863 2.592 -3.975
H 3.011 3.872 -4.427
H 3.612 2.330 -3.795
H 4.202 5.158 -2.471
H 4.820 3.625 -1.819
H 3.803 4.668 -0.801
C 2.621 -1.953 3.712
C 2.618 -0.661 2.931
O 1.967 -0.538 1.913
C 3.462 0.452 3.479
H 1.982 -2.686 3.221
H 3.635 -2.350 3.774
H 2.262 -1.778 4.727
H 4.503 0.142 3.536
H 3.134 0.711 4.486
H 3.377 1.325 2.835
C -3.230 3.476 0.510
C -3.506 3.213 -0.947
O -2.700 2.633 -1.649
C -4.819 3.700 -1.496
H -2.252 3.081 0.777
H -3.245 4.549 0.704
H -3.996 3.003 1.128
H -4.896 4.781 -1.377
H -5.644 3.234 -0.955
H -4.892 3.450 -2.552
C 7.726 -0.148 4.922
C 6.603 -0.564 5.840
O 5.492 -0.094 5.736
C 6.934 -1.590 6.893
H 7.366 0.594 4.213
H 8.545 0.280 5.502
H 8.106 -1.014 4.377
H 7.722 -1.215 7.547
H 7.283 -2.511 6.424
H 6.048 -1.803 7.487
C 4.270 8.921 -4.993
C 3.935 7.906 -3.930
O 4.468 6.820 -3.901
C 2.904 8.310 -2.904
H 5.020 8.512 -5.665
H 3.375 9.175 -5.563
H 4.657 9.831 -4.532
H 1.958 8.541 -3.397
H 3.240 9.197 -2.366
H 2.750 7.498 -2.197
```

Total charge = +1
LUMO energy = -2.09 eV
F_max = 1.6 eV Å⁻¹
DFT total energy = -74653.69551 eV

---

5.
Below is a 7-piece molecular cluster, C7H28O7 overall in a non-equilibrium geometry, with properties calculated with wB97M-V/def2-TZVPD.

Geometry as XYZ:
```
42
Properties=species:S:1:pos:R:3
C 30.589 -11.682 -6.401
O 30.670 -13.049 -6.213
H 31.434 -11.234 -5.878
H 30.585 -11.394 -7.452
H 29.710 -11.175 -6.004
H 30.258 -13.269 -5.374
C 27.183 -8.343 -5.808
O 27.030 -9.625 -5.456
H 26.700 -7.701 -5.071
H 28.247 -8.112 -5.861
H 26.581 -8.074 -6.676
H 27.513 -9.724 -4.632
C 28.350 -10.739 -1.851
O 27.247 -10.408 -2.641
H 29.246 -10.946 -2.436
H 28.674 -10.039 -1.081
H 28.194 -11.653 -1.278
H 26.567 -10.372 -1.964
C 28.395 -13.771 -3.108
O 28.695 -13.060 -4.305
H 27.562 -13.342 -2.551
H 27.944 -14.729 -3.368
H 29.233 -13.912 -2.425
H 28.397 -12.149 -4.256
C 25.689 -4.349 -6.367
O 26.577 -3.446 -5.791
H 26.036 -4.771 -7.310
H 25.507 -5.298 -5.863
H 24.732 -3.888 -6.614
H 26.126 -2.680 -5.428
C 23.312 -7.721 -8.818
O 23.703 -8.587 -7.688
H 22.227 -7.647 -8.743
H 23.778 -6.749 -8.659
H 23.697 -8.096 -9.766
H 24.593 -8.941 -7.751
C 28.735 -6.138 -8.717
O 29.670 -5.750 -9.667
H 28.291 -7.098 -8.979
H 29.234 -6.337 -7.769
H 27.975 -5.368 -8.585
H 29.453 -4.834 -9.855
```

LUMO energy = 0.35 eV
Energy relative to the best compared isomer or geometry (same formula, charge and spin) = 455.7 kJ/mol
SMILES string = CO.CO.CO.CO.CO.CO.CO
F_max = 3.1 eV Å⁻¹
DFT total energy = -22041.15560 eV

---

6.
Below is a 2-piece molecular cluster, C6H13P overall in a non-equilibrium geometry, with properties calculated with wB97M-V/def2-TZVPD.

Geometry as XYZ:
```
20
Properties=species:S:1:pos:R:3
C -2.773 -1.975 -2.208
C -0.275 0.330 1.748
C 1.596 -0.619 0.374
C 1.452 1.816 0.536
C -0.300 0.484 -0.745
C 0.630 0.495 0.431
P -1.600 -2.329 -1.170
H -3.407 -2.746 -2.663
H -3.115 -1.062 -2.817
H -0.902 -0.639 1.669
H -1.033 1.119 1.965
H 0.341 0.208 2.662
H 2.129 -0.619 -0.592
H 0.924 -1.470 0.493
H 2.452 -0.541 1.179
H 2.312 1.721 -0.277
H 0.990 2.759 0.352
H 1.966 1.723 1.521
H -1.223 1.074 -0.650
H -0.162 0.270 -1.804
```

LUMO energy (alpha / beta) = 0.38 / -0.38 eV
Energy relative to the best compared isomer or geometry (same formula, charge and spin) = 395.3 kJ/mol
F_max = 3.8 eV Å⁻¹
DFT total energy = -15716.89431 eV